{"formula": "C5H13N", "method": "ωB97M-V with the def2-TZVPD basis set", "species": ["C", "C", "N", "H", "H", "H", "H", "H", "C", "C", "C", "H", "H", "H", "H", "H", "H", "H", "H"], "xyz": [[-2.477512, 2.350582, 0.106817], [-2.414813, 1.024662, 0.188331], [-2.624986, 0.170792, -0.886537], [-2.756307, 2.799724, -0.840106], [-2.244086, 3.022262, 0.911706], [-1.902494, 0.591959, 1.040888], [-2.648920, 0.563013, -1.811234], [-2.241566, -0.759913, -0.869470], [1.835343, 0.051026, -0.309743], [2.511298, -0.884102, 0.750526], [2.563991, -2.314568, 0.270848], [0.839752, -0.320130, -0.544036], [1.688355, 1.015779, 0.178204], [2.513911, 0.169668, -1.148899], [3.496929, -0.442226, 0.890134], [1.957968, -0.718869, 1.672543], [3.065113, -2.925758, 1.025543], [2.950366, -2.331766, -0.741351], [1.553069, -2.736819, 0.328548]], "forces_ev_per_angstrom": [[-0.408, 0.116, -0.454], [1.535, 0.217, -0.530], [-0.315, -0.409, 0.176], [-0.164, 0.136, 0.058], [0.052, -0.114, 0.261], [-0.625, -0.333, 0.219], [-0.046, 0.183, 0.046], [-0.004, 0.194, 0.227], [0.361, -0.345, 1.534], [-0.513, 1.539, -1.062], [-0.837, -0.005, 1.390], [0.065, -0.073, -0.518], [0.053, 0.184, -0.280], [-0.364, -0.029, -0.394], [0.258, -0.312, 0.238], [0.053, -0.474, 0.255], [0.682, -0.105, -0.568], [0.250, -0.526, 0.008], [-0.032, 0.156, -0.605]], "mulliken_charge": [-0.865, 0.220, -0.500, 0.202, 0.252, 0.284, 0.179, 0.231, -1.005, -0.315, -1.031, 0.187, 0.302, 0.375, 0.274, 0.305, 0.318, 0.316, 0.271], "de_lowest_kcal_mol": 29.4, "homo_energy_ha": -0.3015, "smiles": "C=CN.CCC", "homo_lumo_gap_ev": 9.146, "total_energy_ev": -6884.9234, "lumo_energy_ev": 0.941}

***

{"formula": "C5H13N", "method": "ωB97M-V with the def2-TZVPD basis set", "species": ["C", "N", "C", "C", "C", "C", "H", "H", "H", "H", "H", "H", "H", "H", "H", "H", "H", "H", "H"], "xyz": [[1.530692, -0.812390, 2.056593], [0.739867, -1.518643, 0.917990], [0.680623, 0.411122, -0.749049], [-0.623328, 0.459047, -1.385294], [-0.649257, 1.604061, -0.286734], [-1.674386, -0.647956, -1.100918], [2.526167, -0.424895, 1.688685], [0.897845, 0.142492, 1.936155], [1.711111, -1.491579, 2.876632], [1.443259, -2.323873, 0.817776], [1.578589, 1.102491, -1.018123], [0.594373, -0.702028, -0.057308], [-0.679766, 0.976754, -2.367873], [-1.669560, 1.907120, -0.359340], [-0.459188, 1.479288, 0.802093], [-0.100383, 2.482306, -0.697148], [-2.605845, -0.280110, -1.540463], [-1.420321, -1.626552, -1.537272], [-1.820494, -0.736654, 0.003596]], "forces_ev_per_angstrom": [[-1.366, 2.078, -4.593], [2.638, -2.383, 1.213], [-0.086, 1.203, -1.656], [1.715, -0.443, -0.652], [0.757, 2.350, 0.446], [0.246, 0.882, 0.406], [-0.443, -0.571, 0.335], [0.949, -0.971, 2.349], [-0.717, 0.594, 0.738], [-1.842, 0.843, -0.841], [-1.919, -1.181, -0.157], [1.662, -1.228, 2.684], [-0.409, -0.387, 0.552], [-0.999, 0.009, -0.028], [-0.070, -0.370, -0.856], [-0.386, -0.439, 0.689], [-0.053, -0.252, 0.041], [0.051, 0.491, 0.247], [0.274, -0.225, -0.917]], "mulliken_charge": [-0.555, -0.790, -0.680, 0.632, -1.169, -1.329, 0.187, 0.062, 0.311, 0.144, 0.216, 0.450, 0.372, 0.455, 0.262, 0.361, 0.401, 0.315, 0.356], "de_lowest_kcal_mol": 169.7, "homo_energy_ha": -0.2370, "homo_lumo_gap_ev": 6.734, "total_energy_ev": -6878.8390, "lumo_energy_ev": 0.284}

***

{"formula": "C5H13N", "method": "ωB97M-V with the def2-TZVPD basis set", "species": ["C", "C", "C", "H", "H", "H", "H", "H", "H", "C", "N", "C", "H", "H", "H", "H", "H", "H", "H"], "xyz": [[2.085409, -0.921151, -0.819679], [1.340518, -0.300170, -1.800514], [0.655279, -1.095283, -2.929974], [2.742642, -0.313643, -0.314300], [1.806630, -1.985523, -0.597520], [1.212046, 0.759546, -1.784303], [1.285458, -1.706401, -3.622553], [0.101712, -2.125677, -2.683159], [-0.034089, -0.453750, -3.521938], [-0.018398, 1.167003, 1.238328], [-1.016838, 0.167027, 1.734479], [-2.252802, 0.685153, 2.238306], [0.403887, 1.802492, 2.029473], [0.862272, 0.716584, 0.594645], [-0.715411, 1.691148, 0.451684], [-0.554903, -0.473737, 2.440865], [-2.962078, 0.773797, 1.434393], [-2.323325, 1.610258, 2.864143], [-2.618009, 0.002328, 3.047625]], "forces_ev_per_angstrom": [[-3.688, -0.580, -3.108], [0.905, -3.372, 0.632], [-1.388, -2.101, 0.025], [1.213, 0.824, 1.891], [1.244, 0.987, -0.316], [0.453, 0.650, -0.519], [0.594, 1.599, 0.224], [0.333, 2.507, 0.650], [0.447, -0.634, 0.350], [-1.242, -0.625, -2.504], [2.975, -1.059, 1.132], [-0.774, -0.167, 2.112], [-0.325, 0.213, -0.334], [-1.998, 0.529, 1.627], [1.826, -0.025, 1.472], [-0.862, 1.176, -1.148], [-0.542, 0.027, -0.212], [0.910, 0.130, -0.815], [-0.082, -0.080, -1.160]], "mulliken_charge": [-0.919, 0.091, -1.090, 0.451, 0.231, 0.431, 0.307, 0.275, 0.265, -0.370, -0.328, -0.842, 0.312, -0.158, 0.244, 0.226, 0.280, 0.286, 0.309], "de_lowest_kcal_mol": 77.1, "homo_energy_ha": -0.3176, "smiles": "C=CC.CNC", "homo_lumo_gap_ev": 9.776, "total_energy_ev": -6882.8522, "lumo_energy_ev": 1.135}

***

{"formula": "C5H13N2", "method": "ωB97M-V with the def2-TZVPD basis set", "species": ["C", "C", "C", "N", "H", "H", "H", "H", "H", "H", "H", "C", "C", "N", "H", "H", "H", "H", "H", "H"], "xyz": [[-0.098653, 0.060764, -2.022329], [0.398619, 0.992407, -0.909263], [2.085593, 2.582444, -1.034159], [0.975750, 2.194414, -1.488269], [0.447887, -0.878782, -2.101032], [-1.149873, -0.236066, -1.929057], [-0.033824, 0.623452, -2.950903], [1.092204, 0.488731, -0.224164], [-0.457764, 1.311010, -0.305525], [2.596554, 2.048039, -0.225606], [2.538265, 3.478496, -1.447284], [-0.632849, -0.941032, 1.827246], [-1.318756, -1.347233, 2.931494], [-0.792260, -1.645815, 0.566813], [0.095825, -0.150073, 1.855112], [-1.013244, -0.981889, 3.903257], [-2.191516, -1.984800, 2.905902], [-1.541292, -2.329743, 0.683097], [-1.064106, -1.043940, -0.206112], [0.063431, -2.240388, 0.170790]], "forces_ev_per_angstrom": [[-0.210, -0.045, -0.169], [-0.374, -0.029, 0.108], [-0.246, -0.123, 0.002], [0.167, -0.002, 0.030], [0.308, 0.171, -0.076], [-0.007, 0.269, 0.087], [0.053, -0.213, -0.168], [0.086, -0.006, -0.075], [0.067, 0.072, 0.006], [0.150, 0.062, -0.049], [0.061, 0.016, 0.059], [-1.074, 0.390, 0.189], [0.496, -0.139, 0.044], [-0.103, 0.245, 0.105], [0.331, -0.253, -0.170], [-0.041, 0.011, -0.009], [0.016, -0.031, -0.102], [0.024, -0.162, -0.007], [0.116, 0.023, 0.100], [0.179, -0.256, 0.097]], "lowdin_spin": [0.022, 0.011, 0.002, 0.001, 0.023, 0.007, 0.001, 0.007, 0.007, 0.000, 0.000, 0.191, 0.241, 0.163, 0.004, 0.025, 0.034, 0.048, 0.017, 0.198], "spin_multiplicity": 2, "de_lowest_kcal_mol": 77.4, "homo_energy_ha": [-0.1432, -0.3461], "homo_lumo_gap_ev": [4.793, 10.114], "total_energy_ev": -8370.9237, "lumo_energy_ev": [0.896, 0.695], "s_squared": 0.76}